{
  "formula": "C23H29AsN3S5Si2Tc",
  "method": "ωB97M-V with the def2-TZVPD basis set",
  "species": ["Tc", "C", "Si", "C", "C", "C", "C", "C", "C", "C", "Si", "C", "C", "H", "H", "H", "H", "H", "H", "H", "H", "H", "H", "H", "H", "H", "H", "H", "H", "S", "As", "S", "S", "S", "C", "C", "C", "C", "N", "C", "C", "H", "H", "H", "H", "H", "H", "H", "N", "C", "N", "C", "C", "C", "C", "C", "C", "S", "H", "H", "H", "H", "H", "H"],
  "coordinates": [[-0.79997, 0.52588, -0.23491], [-0.45894, -0.57918, 3.01739], [0.34167, 0.82167, 2.02494], [-0.22604, 2.48047, 2.72343], [2.22607, 0.77359, 2.28368], [2.52441, 0.64147, 3.64453], [3.82328, 0.70276, 4.12087], [4.86701, 0.90592, 3.23428], [4.59417, 1.03150, 1.88423], [3.28426, 0.96069, 1.38912], [3.34421, 1.06163, -0.47570], [3.93954, 2.69176, -1.14726], [3.96024, -0.51535, -1.26435], [-0.17490, -0.43449, 4.06217], [-0.11703, -1.56895, 2.71544], [-1.54777, -0.56002, 2.98288], [-0.03155, 2.48042, 3.79945], [-1.28960, 2.68236, 2.57948], [0.33592, 3.30658, 2.28452], [1.72646, 0.49578, 4.36398], [4.01587, 0.59632, 5.17971], [5.88766, 0.96792, 3.58755], [5.42162, 1.18433, 1.19586], [4.95047, 2.89548, -0.78275], [3.30372, 3.51581, -0.82333], [3.97510, 2.69583, -2.23759], [4.95490, -0.77922, -0.89685], [4.02463, -0.39679, -2.34802], [3.29348, -1.35135, -1.05111], [-0.91586, 2.24999, -3.86444], [0.03095, 3.04882, -2.20015], [1.16867, 1.03149, -1.24498], [-1.36519, 2.71169, -0.45329], [1.06022, 4.81954, -2.22400], [-7.00999, 0.71826, -1.36176], [-5.56114, 0.50889, -1.08537], [-4.68695, -0.03704, -2.02170], [-3.34819, -0.18304, -1.71725], [-2.84341, 0.17835, -0.53207], [-3.67677, 0.70815, 0.39031], [-5.01609, 0.87502, 0.15584], [-7.27419, 0.46268, -2.38433], [-7.27483, 1.75972, -1.17196], [-7.61257, 0.11124, -0.68293], [-5.04139, -0.34173, -2.99678], [-2.65033, -0.59017, -2.43942], [-3.23070, 1.01666, 1.33423], [-5.64461, 1.30271, 0.92595], [-2.26347, -2.28093, 1.18183], [-1.29790, -2.53551, 0.29003], [-0.72222, -1.65501, -0.52918], [0.11081, -2.34010, -1.45080], [0.65531, -1.85497, -2.63653], [1.45531, -2.68223, -3.40769], [1.70788, -3.99808, -3.03458], [1.10530, -4.52704, -1.90669], [0.30064, -3.69318, -1.15072], [-0.68955, -4.15241, 0.20941], [-2.81012, -1.44374, 1.12450], [-2.66338, -3.05565, 1.68631], [0.41046, -0.86790, -2.99471], [1.87561, -2.30319, -4.32955], [2.33371, -4.62751, -3.65192], [1.23510, -5.56661, -1.63727]],
  "forces_ev_per_angstrom": [[0.6525, 0.7773, -0.2455], [0.0065, 0.1137, -0.4594], [0.6137, 0.5183, 1.1439], [-0.1450, -0.2119, -0.2994], [-0.3122, -0.1621, -0.3911], [-0.2020, -0.0327, 0.0642], [0.0678, 0.0287, -0.0384], [0.0770, 0.0076, 0.0853], [-0.1079, 0.0136, -0.1781], [-0.0808, 0.0275, -0.2631], [0.1556, -0.3420, -0.0838], [-0.0500, -0.2654, 0.0340], [0.0916, 0.3409, 0.0119], [0.0285, 0.1224, -0.0247], [0.0183, 0.0404, -0.0105], [0.0010, 0.0209, 0.0623], [0.0562, -0.0792, 0.0013], [0.0153, -0.0412, 0.0244], [0.0212, -0.0515, -0.0681], [0.0609, 0.0160, 0.0311], [-0.0065, 0.0084, 0.0026], [-0.0144, -0.0169, 0.0106], [0.0479, -0.0064, 0.0651], [0.0044, -0.0961, 0.0361], [-0.0425, -0.0318, 0.0411], [-0.0256, -0.0420, 0.0004], [0.0013, 0.0602, 0.0318], [-0.0079, -0.0007, 0.0128], [-0.0508, 0.0189, 0.0735], [0.1786, -0.1780, 0.8492], [0.2920, 1.1388, -1.3808], [-0.8455, -0.0494, 0.5679], [0.2190, -1.4231, 0.1999], [-0.2519, -0.7397, 0.4042], [-0.0779, 0.0132, 0.0228], [0.1920, -0.0276, 0.0277], [-0.1177, 0.0263, 0.0956], [0.1155, -0.1486, -0.0836], [-0.5311, 0.0606, -0.1675], [-0.0257, -0.0042, 0.0148], [-0.0439, -0.0842, 0.0031], [0.0106, 0.0119, -0.0054], [-0.0228, -0.0065, -0.0458], [0.0078, -0.0121, -0.0142], [0.0156, 0.0113, -0.0069], [0.0154, 0.0350, 0.0159], [-0.0222, 0.0338, -0.0371], [0.0260, 0.0016, 0.0093], [0.0810, -0.0958, -0.1685], [0.0859, -0.2657, 0.1456], [-0.1870, 0.6571, -0.0024], [0.2389, -0.3900, -0.2351], [-0.1459, 0.1551, 0.0761], [0.0346, -0.0219, -0.0093], [-0.0158, -0.0429, -0.0017], [0.0117, -0.0470, 0.0045], [-0.0302, 0.2174, 0.1084], [-0.0008, 0.1223, -0.0393], [-0.0804, 0.0943, -0.0566], [-0.0290, 0.0451, 0.0462], [0.0444, 0.1313, -0.0061], [-0.0338, 0.0276, 0.0026], [0.0059, 0.0142, 0.0062], [0.0126, 0.0048, -0.0102]],
  "total_charge": 2,
  "homo_energy_ha": [-0.5032, -0.5032]
}

{
  "formula": "C45H38N2O2PdS4",
  "method": "ωB97M-V with the def2-TZVPD basis set",
  "species": ["Pd", "S", "C", "C", "C", "C", "C", "C", "S", "H", "H", "H", "H", "C", "C", "C", "C", "C", "C", "C", "S", "O", "C", "C", "C", "C", "C", "C", "C", "C", "C", "C", "C", "C", "C", "C", "C", "C", "C", "C", "C", "C", "S", "O", "C", "C", "C", "C", "C", "C", "C", "H", "H", "H", "H", "H", "H", "H", "H", "H", "H", "H", "H", "H", "H", "H", "H", "H", "H", "H", "H", "H", "H", "H", "H", "H", "H", "C", "C", "C", "C", "N", "N", "C", "H", "H", "H", "H", "H", "H", "H", "H"],
  "coordinates": [[-0.05340, 2.74697, -1.15117], [0.44390, 4.51787, 0.20484], [-0.60482, 5.81278, -0.36149], [-0.33544, 7.14445, -0.04312], [-1.21632, 8.15603, -0.39765], [-2.38366, 7.83492, -1.08594], [-2.64658, 6.51367, -1.41753], [-1.75516, 5.49170, -1.07995], [-2.08072, 3.82778, -1.54298], [0.57866, 7.37428, 0.49351], [-0.98962, 9.18634, -0.14868], [-3.08346, 8.61209, -1.37062], [-3.55087, 6.25348, -1.95758], [-6.83560, -1.39340, -2.68641], [-5.36064, -1.13080, -2.51296], [-4.86662, 0.17228, -2.53405], [-3.51512, 0.43388, -2.37442], [-2.63815, -0.62517, -2.18795], [-3.10114, -1.93236, -2.17946], [-4.46021, -2.17482, -2.33199], [-0.90196, -0.35797, -1.86592], [-0.69097, 1.09800, -2.35573], [-0.85196, -0.45208, -0.12531], [-1.46004, 0.59384, 0.58241], [-1.99358, 0.41513, 1.83397], [-2.35056, -0.93270, 2.21551], [-3.31719, -1.17804, 3.20702], [-3.86794, -2.43278, 3.38960], [-3.47674, -3.48147, 2.55655], [-2.49268, -3.26056, 1.60449], [-1.85368, -2.02574, 1.46350], [-0.72669, -1.79290, 0.50204], [0.26148, -2.69073, 0.23242], [0.51941, -3.94218, 1.00748], [0.32571, -4.01119, 2.39470], [0.50183, -5.17941, 3.11095], [0.89969, -6.34216, 2.43626], [1.18415, -6.28451, 1.09161], [1.06946, -5.08126, 0.35561], [1.60848, -4.95783, -0.96114], [1.82457, -3.67650, -1.43651], [1.25117, -2.55843, -0.83973], [1.94337, -0.99410, -1.28933], [3.04930, -1.25581, -2.28020], [2.74665, -0.61501, 0.27379], [4.04442, -1.05245, 0.49230], [4.64637, -0.81284, 1.71790], [3.96363, -0.14922, 2.73792], [4.60034, 0.04591, 4.09174], [2.66879, 0.29302, 2.49134], [2.05219, 0.07192, 1.26261], [-7.42143, -0.90278, -1.90515], [-7.05053, -2.46224, -2.64282], [-7.19474, -1.01721, -3.64812], [-5.55601, 1.00180, -2.66211], [-3.13533, 1.44825, -2.37804], [-2.40536, -2.74760, -2.00743], [-4.82706, -3.19499, -2.29696], [-1.54336, 1.57284, 0.12720], [-2.38318, 1.25675, 2.39585], [-3.66541, -0.33950, 3.80316], [-4.61745, -2.59327, 4.15764], [-3.92524, -4.46302, 2.65849], [-2.16912, -4.08247, 0.97507], [0.00213, -3.11748, 2.91593], [0.32232, -5.19382, 4.17985], [1.01199, -7.27660, 2.97701], [1.55893, -7.16457, 0.57601], [2.02751, -5.82429, -1.46052], [2.47798, -3.50644, -2.28623], [4.55793, -1.57758, -0.30670], [5.66075, -1.15897, 1.89568], [5.68882, 0.08486, 4.01560], [4.34704, -0.77727, 4.76584], [4.25711, 0.96946, 4.56105], [2.12075, 0.80855, 3.27360], [1.04254, 0.41573, 1.07394], [5.42865, 2.79711, -0.05981], [4.24272, 2.62506, -0.94810], [4.12586, 2.36844, -2.29258], [2.74321, 2.24660, -2.54468], [2.06936, 2.45240, -1.42426], [2.98858, 2.66282, -0.46850], [2.05000, 1.89209, -3.81665], [6.34375, 2.70424, -0.64167], [5.43980, 2.03158, 0.71864], [5.42613, 3.77655, 0.42309], [4.93010, 2.23307, -2.99698], [2.68253, 2.85445, 0.47101], [2.47746, 2.44620, -4.65395], [0.98810, 2.10623, -3.74575], [2.16015, 0.82312, -4.00991]],
  "forces_ev_per_angstrom": [[0.0230, 1.1553, -0.3241], [0.0561, -0.1099, -0.3867], [0.1280, -0.0077, 0.2163], [-0.0018, -0.0347, 0.0490], [-0.0195, -0.0660, -0.0708], [0.0434, -0.0487, 0.0361], [-0.0054, -0.0194, -0.0138], [-0.2234, -0.0608, -0.0772], [0.3056, -0.2450, 0.1272], [-0.0136, 0.0044, 0.0014], [-0.0041, -0.0094, 0.0089], [-0.0031, 0.0000, -0.0008], [0.0204, 0.0164, 0.0030], [0.0234, -0.0088, 0.0122], [-0.0001, 0.0080, -0.0404], [-0.0185, 0.0517, 0.0170], [-0.1104, -0.0257, 0.0170], [-0.1056, 0.2360, -0.0273], [-0.0407, -0.0098, 0.0975], [0.0326, -0.0287, 0.0053], [0.1773, -0.1443, -0.1184], [-0.0156, -0.1951, 0.3630], [-0.1097, 0.0026, -0.5488], [-0.2809, -0.1487, 0.4959], [0.1323, -0.0774, -0.0796], [-0.0215, 0.0947, 0.0287], [0.0096, 0.0097, -0.0334], [0.0800, -0.0547, -0.0450], [-0.0226, 0.1156, 0.0123], [0.1542, -0.0663, -0.0438], [0.2050, -0.0446, -0.0373], [-0.5598, 0.3142, 0.2603], [0.4833, -0.4594, -0.0799], [-0.0991, 0.0434, -0.0106], [-0.0867, 0.1216, -0.0673], [0.0378, -0.0844, -0.0406], [-0.0489, 0.0916, 0.0088], [-0.0043, 0.0278, 0.0236], [0.0433, -0.0218, -0.1229], [-0.1197, 0.0648, 0.0465], [-0.0747, -0.0004, 0.0930], [0.2607, 0.0380, 0.1066], [-0.0946, 0.2196, -0.3322], [-0.0270, -0.0178, 0.2058], [0.0689, -0.1138, 0.0769], [0.0064, 0.0468, 0.0174], [0.0546, 0.0016, 0.0045], [0.0646, 0.0055, 0.0115], [-0.0130, -0.0052, -0.0357], [-0.0612, 0.0385, -0.0838], [0.1642, -0.1062, 0.0938], [0.0224, -0.0012, -0.0043], [0.0075, 0.0161, 0.0014], [0.0051, -0.0043, 0.0136], [0.0155, -0.0115, -0.0151], [-0.0123, -0.0383, -0.0287], [-0.0161, 0.0115, -0.0368], [0.0077, -0.0073, -0.0144], [-0.0151, 0.0380, 0.0309], [-0.0447, -0.0432, -0.0313], [0.0019, -0.0080, -0.0093], [-0.0039, 0.0101, -0.0051], [0.0154, -0.0005, -0.0070], [0.0132, 0.0154, 0.0205], [-0.0069, -0.0083, -0.0379], [-0.0028, -0.0013, -0.0131], [0.0091, -0.0014, 0.0001], [-0.0069, 0.0136, 0.0052], [0.0138, 0.0201, 0.0284], [-0.0195, 0.0104, 0.0336], [-0.0320, 0.0310, 0.0282], [-0.0098, 0.0063, 0.0004], [-0.0063, 0.0021, -0.0027], [-0.0026, 0.0076, -0.0215], [-0.0004, -0.0031, -0.0033], [-0.0084, 0.0039, -0.0131], [-0.0252, -0.0135, 0.0002], [-0.0399, -0.0029, -0.0068], [-0.0245, -0.0277, 0.1310], [0.0238, -0.1117, -0.1064], [-0.0774, -0.0458, -0.1267], [-0.1662, -0.4635, 0.2452], [-0.0392, 0.1477, 0.0773], [0.0921, 0.0321, -0.0034], [-0.0031, -0.0005, -0.0124], [-0.0206, -0.0287, -0.0069], [-0.0042, 0.0019, -0.0075], [-0.0348, -0.0143, 0.0173], [0.0022, -0.0229, -0.0051], [0.0284, -0.0038, -0.0049], [-0.0699, 0.0209, 0.0202], [0.0454, -0.0177, 0.0509]],
  "total_charge": -2,
  "homo_energy_ha": -0.0001
}